(1)
43
Properties=species:S:1:pos:R:3:forces:R:3 method="wB97M-V/def2-TZVPD" e_tot_ha=-2542.09795
Sn 11.709797 6.181643 8.007737 -0.74 -0.43 -0.18
C 12.023787 9.257360 10.690279 -0.82 -0.12 0.74
C 10.534186 8.904559 10.524961 0.80 -0.38 -0.91
O 9.754486 9.698022 11.369604 -1.09 0.53 -0.17
P 10.087256 7.138310 10.862869 0.01 1.33 -1.72
O 8.567287 7.017685 10.458206 0.73 -0.40 0.79
O 10.182587 6.958035 12.414416 -0.46 0.11 0.18
O 11.033827 6.193930 10.160038 -0.18 -0.08 0.26
P 10.047374 9.196401 8.751718 -0.53 -0.08 0.77
O 10.579877 10.668351 8.346238 -0.73 -0.71 0.37
O 8.542230 9.182414 8.825722 0.73 0.18 -0.33
O 10.768513 8.115375 7.964383 0.10 0.49 -0.44
H 12.343482 9.042181 11.720716 0.07 -0.06 -0.35
H 12.059891 10.336613 10.557805 0.23 0.06 -0.06
H 12.644866 8.755128 9.956791 0.10 -0.12 0.01
H 8.922185 9.851348 10.864482 0.40 0.03 0.62
H 8.295420 7.676711 9.777298 0.01 0.19 -0.30
H 10.670157 6.154634 12.563884 0.48 -0.71 0.56
H 11.326674 10.697239 7.751512 0.39 -0.21 -0.22
C 16.379373 6.564981 7.676843 -0.32 1.03 -1.09
Si 15.025770 6.650406 8.926540 -1.25 0.44 1.01
C 14.908667 5.110777 9.976574 0.09 0.38 0.42
C 15.449738 8.086263 10.088760 -0.42 -0.10 0.99
O 13.486108 6.937911 8.347954 1.38 0.28 0.13
H 17.316077 6.305295 8.124720 0.63 -0.04 0.57
H 16.490801 7.599233 7.242457 -0.03 -1.03 0.19
H 16.245818 5.840034 6.874808 -0.25 0.11 -0.14
H 15.849689 4.875196 10.450510 0.49 0.08 0.28
H 14.660696 4.217638 9.439167 -0.47 -0.51 -0.45
H 14.183145 5.278251 10.785561 0.04 -0.11 -0.26
H 16.351509 7.916883 10.701461 -0.11 -0.06 -0.40
H 14.653005 8.311321 10.844111 0.45 -0.42 -0.68
H 15.587640 9.014218 9.549612 0.15 0.28 -0.28
C 6.776584 7.911683 6.267978 0.63 -0.40 0.94
S 7.848621 6.450721 6.035668 -0.33 0.99 -1.12
C 6.543870 5.462342 5.206097 -0.46 0.63 0.80
O 8.177304 5.918080 7.372618 -0.27 -0.47 0.46
H 5.862587 7.627608 6.791786 -0.02 -0.12 -0.14
H 6.575782 8.343717 5.304367 -0.10 0.25 -0.39
H 7.333795 8.591795 6.929297 -0.10 -0.12 -0.37
H 5.687340 5.438976 5.909741 0.40 -0.25 -0.41
H 6.943790 4.469874 5.033799 -0.07 -0.08 -0.18
H 6.222542 5.983602 4.278889 0.45 -0.41 0.51

***

(2)
55
Properties=species:S:1:pos:R:3:forces:R:3 method="wB97M-V/def2-TZVPD" s2=0.767 spin_multiplicity=2 de_lowest_kcal_mol=10.3 e_tot_ha=-3078.98074
Cr -0.085485 -0.070778 -0.015365 0.06 0.10 -0.02
C 1.179148 2.590825 -0.821345 0.14 0.00 -0.02
O 0.596948 1.971788 0.323501 0.05 -0.13 0.06
C -0.403008 2.797658 0.942379 0.00 0.21 0.03
C -1.782735 2.236997 0.693559 -0.12 0.11 -0.04
O -1.760068 0.854325 1.042603 0.12 -0.21 0.07
C -3.020775 0.237185 0.820560 -0.10 -0.03 0.00
H 1.674574 3.514830 -0.513141 0.00 -0.03 -0.05
H 0.413164 2.794665 -1.570817 0.03 0.03 0.01
H 1.907119 1.895931 -1.234587 -0.03 0.03 0.00
H -0.333884 3.815285 0.546178 -0.05 -0.10 -0.04
H -0.180887 2.807017 2.002639 -0.07 0.08 -0.07
H -2.084031 2.324359 -0.358447 0.08 0.04 0.25
H -2.507927 2.762997 1.327337 0.05 -0.06 -0.02
H -3.778161 0.715874 1.447594 0.01 -0.02 -0.04
H -2.925359 -0.810855 1.092525 -0.01 0.01 0.02
H -3.297271 0.314790 -0.234502 -0.02 -0.01 0.03
S -0.763313 -2.263856 -0.398656 -0.17 -0.08 -0.05
C 0.625418 -2.372712 -1.437990 0.20 -0.10 0.11
S 1.664101 -1.007190 -1.218567 0.03 -0.02 0.02
C 0.886728 -3.428320 -2.274683 -0.03 0.04 0.00
C 2.061879 -3.440508 -3.085371 -0.22 -0.03 0.10
N 3.004805 -3.443906 -3.742988 0.19 0.00 -0.10
C -0.016719 -4.530035 -2.360481 0.13 0.18 -0.06
N -0.755156 -5.408773 -2.428633 -0.11 -0.17 0.02
C 1.747095 1.110308 5.117770 0.00 0.03 0.09
N 1.818702 0.040101 4.138809 0.14 -0.10 -0.05
C 2.679536 -0.995811 4.277459 -0.05 -0.01 0.01
C 2.702708 -1.989989 3.378617 -0.07 0.12 -0.04
C 1.796119 -1.902879 2.265674 0.03 -0.11 -0.03
N 1.041140 -0.818928 2.034845 -0.11 0.17 0.22
C 0.982738 0.142772 3.024011 0.04 -0.11 -0.24
O 0.229609 1.094896 2.967684 -0.03 -0.01 0.20
N 1.723893 -2.960444 1.470651 0.11 -0.02 0.02
H 2.375891 0.837139 5.961587 0.00 0.05 0.03
H 0.718936 1.240564 5.448898 0.04 0.02 0.00
H 2.094465 2.047598 4.685105 -0.03 0.00 0.02
H 3.311823 -0.982940 5.154099 0.01 0.01 0.01
H 3.350220 -2.842250 3.496496 0.04 -0.04 -0.01
H 2.320094 -3.753532 1.629793 -0.03 0.07 0.01
H 1.011222 -3.015042 0.756970 -0.13 0.07 -0.10
C -2.007866 -0.773448 -3.090641 -0.01 -0.02 0.00
C -1.303782 0.538252 -2.779856 0.04 0.22 0.26
C -2.285091 1.697996 -2.959108 -0.02 -0.02 -0.18
C -0.107932 0.739834 -3.703944 -0.03 -0.04 -0.02
O -0.896840 0.631397 -1.402238 -0.11 -0.09 -0.41
H -2.491151 -0.691301 -4.064677 -0.01 0.00 -0.05
H -2.772099 -0.996300 -2.347162 -0.02 0.01 0.04
H -1.319524 -1.613235 -3.130256 0.06 -0.03 0.01
H -2.601141 1.770649 -3.999658 -0.02 0.00 -0.05
H -1.816711 2.643748 -2.683125 0.04 0.02 0.01
H -3.176527 1.560755 -2.345893 -0.02 -0.05 0.04
H -0.442801 0.669635 -4.738662 -0.02 -0.01 -0.06
H 0.660624 -0.011819 -3.540866 -0.02 -0.04 0.03
H 0.337545 1.724681 -3.565687 0.01 0.04 0.04

***

(3)
88
Properties=species:S:1:pos:R:3:forces:R:3 method="wB97M-V/def2-TZVPD" de_lowest_kcal_mol=1.1 e_tot_ha=-2537.97151 total_charge=+2
Pb -0.911923 1.744792 -1.154795 0.17 -0.15 -0.28
C 0.647074 1.511757 -4.819951 -0.03 0.02 0.12
C -0.617678 2.069330 -4.221078 0.04 -0.04 -0.01
C -1.746790 1.261423 -4.048917 -0.10 -0.02 -0.20
C -2.957366 1.798241 -3.613768 -0.02 -0.04 -0.10
C -3.057931 3.155621 -3.329620 -0.02 0.03 0.01
C -1.935728 3.964213 -3.461566 0.02 0.03 -0.03
C -0.725848 3.424477 -3.893838 0.00 0.04 -0.02
H 0.740188 0.441477 -4.628739 -0.01 0.04 0.01
H 1.531601 2.020727 -4.434648 -0.02 -0.02 -0.01
H 0.633807 1.653970 -5.902283 0.00 -0.01 0.01
H -1.690755 0.215077 -4.329774 0.00 0.02 0.10
H -3.832033 1.161384 -3.541221 0.06 0.02 0.01
H -4.009195 3.583306 -3.035358 0.06 -0.03 0.01
H -2.007912 5.027785 -3.264872 0.02 -0.06 0.01
H 0.133326 4.071753 -4.036527 -0.04 -0.02 0.04
C 5.908314 -1.995493 -0.874193 -0.02 0.02 -0.03
C 4.735384 -2.931864 -1.110601 0.15 0.01 -0.04
C 4.986127 -3.871183 -2.278741 -0.11 0.01 -0.05
C 3.845361 -4.869685 -2.393983 -0.04 0.11 -0.02
C 2.528935 -4.142819 -2.508019 0.16 -0.10 -0.02
C 1.458315 -4.719946 -3.149037 0.08 -0.09 -0.01
C 0.250002 -4.036095 -3.259083 -0.02 -0.02 -0.02
F -0.764402 -4.631272 -3.891929 0.03 -0.01 0.02
C 0.082744 -2.783338 -2.750306 -0.13 0.06 0.01
C 1.162768 -2.163553 -2.106079 -0.05 0.07 0.06
C 0.990892 -0.825151 -1.566951 0.14 0.00 -0.08
O -0.175356 -0.296787 -1.679140 -0.13 0.05 -0.03
C 2.121826 -0.230141 -0.980909 -0.29 0.12 0.08
C 3.293094 -0.959231 -0.907286 0.14 -0.19 -0.05
N 3.451608 -2.196587 -1.350320 -0.06 0.01 -0.01
C 2.384738 -2.840509 -1.984539 0.08 0.06 0.06
C 2.197598 1.131603 -0.334031 0.14 -0.10 0.05
O 3.242166 1.499457 0.159084 -0.24 -0.01 -0.04
O 1.102713 1.851541 -0.322055 -0.06 0.26 0.05
H 6.808405 -2.604920 -0.809506 0.00 0.01 0.00
H 5.834457 -1.437728 0.059285 0.01 -0.02 -0.04
H 6.033632 -1.295317 -1.703869 0.00 -0.03 0.05
H 4.579326 -3.535707 -0.212793 -0.08 -0.01 0.04
H 5.932435 -4.385141 -2.115334 -0.01 0.01 0.00
H 5.078169 -3.286915 -3.199953 0.04 -0.02 0.03
H 3.831030 -5.508897 -1.506038 -0.01 -0.02 -0.02
H 3.979445 -5.524671 -3.254626 -0.02 0.01 0.01
H 1.551087 -5.708624 -3.585422 -0.04 0.06 0.04
H -0.863555 -2.270262 -2.841557 0.03 0.00 0.00
H 4.139410 -0.477135 -0.444275 0.00 -0.01 0.04
C -2.247098 -0.153900 4.714166 -0.02 -0.07 -0.08
C -3.050359 -0.630601 3.528600 -0.04 0.02 -0.03
C -4.005167 -1.626282 3.727363 0.01 0.00 0.06
C -4.802068 -2.095163 2.693934 -0.02 -0.03 0.00
C -4.679432 -1.564706 1.418023 -0.03 -0.01 -0.05
C -3.730466 -0.585465 1.188070 0.07 -0.01 0.04
C -2.909699 -0.123039 2.222404 0.00 0.08 0.12
P -1.655944 1.076647 1.718365 0.19 -0.48 0.17
C -0.087136 0.639375 2.537053 -0.02 0.19 0.01
C 0.573546 1.550823 3.363638 -0.08 -0.14 0.08
C 1.786138 1.231225 3.945380 0.02 0.08 -0.01
C 2.339447 -0.019077 3.716625 0.07 -0.03 0.00
C 1.675360 -0.931776 2.916175 -0.02 -0.05 -0.10
C 0.465919 -0.626624 2.289287 0.06 -0.01 -0.02
C -0.182007 -1.673941 1.413809 -0.07 0.10 0.13
C -2.224282 2.694821 2.319040 0.18 0.18 -0.05
C -3.436046 2.787967 2.971800 -0.09 0.01 0.04
C -4.017792 4.028048 3.240009 0.05 0.10 -0.02
C -3.446538 5.236093 2.807276 -0.18 0.02 0.10
C -2.249089 5.194633 2.164774 0.15 -0.01 -0.03
C -1.577938 3.941822 1.924551 -0.05 -0.02 0.04
C -0.331422 3.997261 1.377622 0.12 -0.07 0.01
H -2.833409 -0.253845 5.628035 0.02 -0.01 -0.05
H -1.942194 0.886842 4.622173 0.01 0.03 0.00
H -1.337706 -0.747283 4.841542 -0.01 0.03 -0.04
H -4.128446 -2.037477 4.724056 0.00 0.03 -0.07
H -5.527768 -2.876059 2.886359 0.03 0.05 0.01
H -5.312781 -1.916004 0.613328 0.04 0.01 0.03
H -3.608613 -0.177444 0.190119 -0.02 -0.03 -0.01
H 0.122726 2.507255 3.596054 0.02 0.02 -0.01
H 2.294635 1.950397 4.575123 -0.04 -0.04 -0.02
H 3.293893 -0.277006 4.158771 -0.07 -0.02 0.01
H 2.102821 -1.917115 2.758014 0.00 0.07 -0.02
H 0.567137 -2.380878 1.055776 -0.01 0.03 0.00
H -0.681245 -1.244784 0.541520 0.01 -0.02 0.05
H -0.931693 -2.243298 1.970465 0.01 0.03 -0.02
H -3.942241 1.888026 3.294101 -0.03 0.01 -0.02
H -4.942789 4.059294 3.805973 0.02 -0.02 -0.06
H -3.943343 6.177798 3.000049 0.02 -0.05 0.02
H -1.758657 6.107966 1.843874 -0.02 -0.07 0.03
H 0.304944 3.125943 1.202377 -0.08 0.11 -0.03
H 0.097295 4.960596 1.113457 -0.02 -0.07 0.03

***

(4)
8
Properties=species:S:1:pos:R:3:forces:R:3 method="wB97M-V/def2-TZVPD" de_lowest_kcal_mol=103.2 e_tot_ha=-737.77624
C 1.147078 -0.845190 -0.704901 0.21 2.23 -0.14
C -1.005397 0.684566 0.355661 1.60 -1.07 1.34
F -1.715266 1.613951 -0.240812 0.06 0.35 0.26
F -1.789901 -0.324538 0.761311 -0.01 0.38 -0.10
Cl 2.051446 -0.135165 0.578015 0.28 0.03 -0.44
H 0.690974 -1.712090 -0.365653 -0.91 -1.50 -0.01
H 0.807079 -0.204993 -1.538411 0.49 -0.61 0.65
H -0.186015 0.923462 1.154789 -1.73 0.20 -1.55

***

| no. | strongest force on any atom (eV/A) |
| --- | --- |
| 1 | 2.2 |
| 2 | 0.4 |
| 3 | 0.5 |
| 4 | 2.3 |